Here is a structure of composition C47H52BrCuGe2N5O4S2 from the Open Molecules 2025 dataset. Energies are from ωB97M-V/def2-TZVPD.

```
114
Properties=species:S:1:pos:R:3:mulliken_spin:R:1
Cu 1.3846 -1.0910 0.9755 0.631
C 3.3537 3.6517 1.7593 0.000
C 3.0727 2.2772 1.1544 -0.001
Ge 1.5042 2.3264 -0.0481 -0.004
C 2.0758 2.1697 -1.9380 0.000
C 3.1718 3.1789 -2.2817 0.000
C 0.5716 4.0664 0.0176 0.004
C -0.7421 3.8148 -0.1166 0.005
Ge -0.9331 1.8377 -0.0032 0.071
C -2.0394 1.3582 1.5648 -0.011
C -3.3564 0.6664 1.2142 0.003
C -1.5813 1.0810 -1.7203 0.003
C -2.0967 2.1580 -2.6751 0.001
C -1.8172 4.8186 -0.2577 0.001
C -1.5525 6.1442 -0.6094 0.000
C -2.5776 7.0674 -0.7298 0.000
C -3.8948 6.6869 -0.5059 0.000
C -4.1767 5.3729 -0.1651 0.000
C -3.1465 4.4516 -0.0472 0.000
H 4.2401 3.6245 2.3966 0.000
H 2.5150 3.9934 2.3679 0.000
H 3.5224 4.4033 0.9853 0.000
H 2.9380 1.5403 1.9462 0.013
H 3.9198 1.9408 0.5516 0.000
H 1.1868 2.3511 -2.5486 -0.001
H 2.4093 1.1507 -2.1360 0.000
H 2.8515 4.2009 -2.0658 0.000
H 3.4449 3.1400 -3.3392 0.000
H 4.0806 2.9939 -1.7026 0.000
H 0.9759 5.0770 0.0781 0.000
H -2.2247 2.2994 2.0873 0.000
H -1.4512 0.7337 2.2345 0.002
H -4.0623 1.3502 0.7352 0.000
H -3.8436 0.2718 2.1088 0.000
H -3.2032 -0.1685 0.5270 -0.003
H -2.3499 0.3293 -1.5293 0.000
H -0.7417 0.5467 -2.1679 0.000
H -2.9777 2.6643 -2.2751 0.000
H -2.3663 1.7335 -3.6451 0.000
H -1.3448 2.9310 -2.8502 0.000
H -0.5321 6.4493 -0.8044 0.000
H -2.3502 8.0891 -1.0068 0.000
H -4.6946 7.4096 -0.6029 0.000
H -5.1996 5.0636 0.0092 0.000
H -3.3743 3.4264 0.2209 -0.001
Br 2.1296 -6.6128 2.6351 0.001
C 2.2725 -5.3451 1.2527 0.005
C 2.9375 -5.6468 0.0801 -0.003
C 3.0056 -4.6692 -0.8994 0.004
C 2.4166 -3.4418 -0.6639 -0.002
N 1.7838 -3.1564 0.4768 0.055
C 1.7140 -4.0897 1.4248 -0.003
H 3.3932 -6.6172 -0.0603 0.000
H 3.5162 -4.8538 -1.8339 0.000
H 2.4575 -2.6484 -1.3975 0.003
H 1.2118 -3.8160 2.3433 -0.003
C -5.0154 0.2640 -4.1958 0.000
C -5.0179 -0.9754 -3.3433 0.000
C -4.9477 -0.8967 -1.9570 0.000
C -4.9781 -2.0343 -1.1641 0.000
C -5.0490 -3.2883 -1.7544 0.000
N -5.0680 -4.4821 -0.9868 0.000
C -4.4747 -4.7135 0.2339 0.000
O -4.9436 -5.4986 1.0334 0.000
N -3.3133 -4.0156 0.5153 0.000
C -2.3487 -3.5115 -0.3744 0.000
C -2.0880 -4.0653 -1.6199 0.000
C -1.1176 -3.4743 -2.4108 0.001
C -0.4158 -2.3874 -1.9204 0.004
N -0.6252 -1.8776 -0.7075 0.013
C -1.5884 -2.4180 0.0299 -0.002
C -5.1194 -3.3832 -3.1395 0.000
C -5.1137 -2.2395 -3.9196 0.000
H -4.7448 1.1420 -3.6116 0.000
H -6.0020 0.4400 -4.6290 0.000
H -4.3068 0.1737 -5.0204 0.000
H -4.8825 0.0754 -1.4818 0.000
H -4.9438 -1.9460 -0.0855 0.000
H -5.8243 -5.1255 -1.1603 0.000
H -3.0494 -4.0845 1.4858 0.000
H -2.6397 -4.9298 -1.9627 0.000
H -0.9005 -3.8596 -3.3978 0.000
H 0.3413 -1.8989 -2.5242 0.001
H -1.7706 -1.9741 1.0026 0.001
H -5.1697 -4.3617 -3.6026 0.000
H -5.1732 -2.3320 -4.9979 0.000
O 2.7894 -0.4855 -0.2817 0.031
C 3.7955 -0.7919 0.4351 -0.006
N 3.6343 -1.2657 1.6505 0.015
S 5.0713 -1.6812 2.3327 -0.001
O 5.3300 -0.8664 3.4823 0.001
O 5.1537 -3.1075 2.4595 0.000
C 6.0588 -1.1358 0.9508 0.000
C 7.4259 -1.1342 0.7817 -0.001
C 7.9167 -0.6311 -0.4196 0.000
C 7.0581 -0.1524 -1.4054 0.000
C 5.6809 -0.1664 -1.2200 -0.001
C 5.1988 -0.6676 -0.0249 0.011
H 8.0895 -1.5030 1.5518 0.000
H 8.9850 -0.6079 -0.5895 0.000
H 7.4716 0.2375 -2.3260 0.000
H 4.9998 0.2072 -1.9741 -0.001
S 0.0085 -1.4314 2.6526 0.183
C 0.5364 -0.4755 4.0502 -0.030
C -0.3821 -0.3197 5.0880 0.002
C -0.0484 0.4192 6.2121 0.002
C 1.2037 1.0088 6.3189 -0.001
C 2.1211 0.8471 5.2917 0.004
C 1.7923 0.1123 4.1614 0.011
H -1.3596 -0.7794 5.0084 -0.003
H -0.7727 0.5325 7.0088 0.000
H 1.4638 1.5829 7.1983 0.000
H 3.1100 1.2816 5.3653 0.000
H 2.5315 -0.0329 3.3873 -0.007
```

Output
* expectation value of S²: 0.753
* energy above the lowest of the compared OMol25 structures with the same formula, charge and spin: 0.00 kcal per mole
* multiplicity: 2
* total charge: 0



Here is a structure of composition C47H52Cl6N9O2Tl from the Open Molecules 2025 dataset. Energies are from ωB97M-V/def2-TZVPD.

```
117
Properties=species:S:1:pos:R:3:lowdin_charge:R:1
Tl 15.9879 -6.8283 15.3528 0.650
N 20.8367 -2.6490 16.1448 -0.046
C 20.8893 -1.7331 17.4028 -0.233
C 19.4560 -1.8684 18.0725 -0.188
C 19.5731 -2.3199 19.5685 -0.329
N 20.5201 -3.2279 20.0207 0.003
H 19.9958 -2.6858 15.5314 -0.018
H 21.5456 -3.0158 15.5360 0.040
H 20.9717 -0.5080 17.1654 0.118
H 21.9003 -2.2101 17.9917 0.141
H 18.9411 -2.6017 17.3653 0.075
H 18.9334 -0.9887 18.1528 0.050
H 18.7633 -2.5686 19.9478 -0.007
H 19.8762 -1.2297 20.2592 0.155
H 21.5019 -2.9053 20.0117 0.093
H 19.9482 -3.8473 20.4995 0.046
Cl 17.2130 -3.2816 15.2343 0.635
C 18.0039 -4.3738 14.1118 -0.709
C 17.5800 -5.7039 13.9192 -0.381
C 18.1407 -6.3968 12.8855 -0.698
Cl 17.4389 -7.9827 12.5212 0.584
C 19.2510 -5.9849 12.1450 -0.703
Cl 19.9952 -7.0178 10.9379 0.629
C 19.5891 -4.6867 12.3105 -0.679
Cl 20.9386 -4.0287 11.4045 0.617
C 18.9261 -3.8303 13.2486 -0.676
Cl 19.1219 -2.0784 13.1582 0.619
N 21.9373 -7.2342 20.4214 0.090
C 22.8063 -8.0251 21.2303 -0.228
C 23.9356 -7.7056 22.0124 -0.085
C 24.2308 -8.6683 23.0527 -0.201
C 23.6635 -9.9433 23.0251 -0.212
C 22.8508 -10.3339 22.0307 -0.092
C 22.2390 -9.3661 21.1425 -0.265
N 21.3435 -9.4336 20.1663 0.115
C 21.1327 -8.1572 19.7583 -0.442
C 20.2803 -7.9282 18.7879 -0.231
C 20.0947 -6.5456 18.0014 -0.028
C 19.3205 -6.3744 16.8820 -0.286
N 18.3505 -7.1715 16.5485 -0.114
C 18.2718 -8.3553 17.2713 -0.271
C 19.2065 -8.6981 18.1754 -0.110
H 21.9881 -6.0018 20.3110 0.236
H 24.5848 -6.7390 21.8378 0.107
H 25.2188 -8.5828 23.5078 0.055
H 24.0616 -10.7909 23.6622 0.099
H 22.5770 -11.3565 21.9618 0.069
H 21.0875 -6.0096 18.4090 0.090
H 19.6611 -5.8024 16.2144 0.019
H 17.2590 -8.8924 17.3117 0.077
H 19.2522 -9.7165 18.8125 0.123
C 15.0420 -5.0719 19.5162 -0.035
C 16.0402 -5.8407 20.4486 -0.406
C 16.3624 -5.3675 21.8786 -0.051
C 17.2960 -6.1102 19.5875 -0.101
C 15.5444 -7.6304 20.7058 -0.255
O 14.1704 -7.4356 21.3393 -0.119
C 16.4445 -8.4432 21.7391 -0.148
C 17.8247 -8.6973 21.3093 -0.223
C 18.3704 -9.7231 22.3696 -0.109
C 18.9993 -9.1139 23.6230 -0.030
C 19.1050 -9.7849 24.7563 -0.101
C 18.3817 -11.1288 24.7825 -0.600
Cl 18.6562 -11.8703 26.3649 0.570
C 17.9943 -11.7845 23.6699 -0.168
C 18.0596 -11.1066 22.5586 -0.124
C 15.3114 -8.3381 19.2084 0.031
N 13.7454 -8.1282 18.9829 -0.085
C 12.4601 -8.5908 19.3581 -0.145
N 11.5335 -7.9973 18.5890 0.058
C 12.2827 -7.1465 17.7531 -0.192
N 13.5153 -7.3315 17.9263 0.037
H 14.1419 -5.5445 19.8394 0.032
H 15.5299 -5.1318 18.2809 0.160
H 14.6428 -4.0822 19.5920 0.054
H 17.0327 -4.3314 22.1683 0.150
H 16.9127 -6.2848 22.1030 0.039
H 15.5066 -5.1623 22.3075 0.001
H 17.7464 -4.9338 19.2788 0.151
H 16.9567 -6.1048 18.5656 -0.002
H 18.3303 -6.5361 19.7817 0.072
H 13.9913 -6.9938 20.4361 0.047
H 15.9945 -9.7851 21.8019 0.227
H 16.4708 -7.7607 22.7941 0.167
H 18.5747 -7.8158 20.9451 0.150
H 17.8425 -9.2757 20.3861 0.075
H 19.3957 -8.0749 23.6374 0.126
H 19.2457 -9.4156 25.6728 0.038
H 17.9135 -12.9508 23.6261 0.153
H 18.2550 -11.4476 21.6245 0.088
H 15.9741 -9.2412 19.2895 0.097
H 15.8085 -7.8072 18.5154 0.006
H 12.2632 -9.5364 20.1196 0.172
H 11.7980 -6.7115 17.1192 0.015
C 15.9885 -11.5609 17.8355 -0.058
C 15.9524 -12.0862 16.4284 -0.427
C 14.6392 -12.1625 15.7682 -0.113
O 16.9224 -11.1375 15.6032 -0.111
H 14.8807 -12.1840 18.3415 0.171
H 15.7876 -10.4756 17.9916 0.043
H 16.7695 -11.9542 18.4876 0.054
H 16.5857 -13.1224 16.0852 0.184
H 14.1386 -10.9746 15.4357 0.194
H 14.1740 -12.9600 16.1862 -0.003
H 14.6562 -12.9248 14.7377 0.140
N 23.5884 -11.4363 15.2798 0.110
C 22.5174 -11.5396 15.7142 -0.144
C 21.0238 -11.3940 15.9559 -0.267
C 20.3538 -12.1271 16.8256 -0.056
C 18.9189 -12.1086 16.7405 0.007
C 18.3103 -11.1577 15.8213 -0.262
C 19.1048 -10.3475 15.0475 -0.027
C 20.4669 -10.5248 15.0885 -0.040
H 20.7329 -13.0361 17.2794 0.116
H 18.1802 -13.0262 17.1946 0.151
H 18.7830 -9.8475 14.1608 0.079
H 20.7666 -9.6994 14.4670 0.133
```

Output
* energy above the lowest of the compared OMol25 structures with the same formula, charge and spin: 644.85 kcal per mole
* total charge: -2



Which of these has the lowest energy above the lowest of the compared OMol25 structures with the same formula, charge and spin? C47H52BrCuGe2N5O4S2



What is the formula in the second record? C47H52Cl6N9O2Tl



total charge of number 1 (C47H52BrCuGe2N5O4S2)? 0



What is the energy above the lowest of the compared OMol25 structures with the same formula, charge and spin in the second record? 644.85 kcal per mole